Entry 1:
51
Properties=species:S:1:pos:R:3:forces:R:3 method="wB97M-V/def2-TZVPD" gap_ev="8.35 / 6.59" max_force_ev_per_a=0.25 e_tot_ev=-39349.240 total_charge=+4 multiplicity=4 homo_ev="-21.19 / -21.55"
Re 0.110905 0.663618 -0.035632 -0.22 0.09 0.00
N -0.145930 2.835144 -0.086782 0.03 -0.01 -0.06
C 1.091951 3.565212 0.361093 -0.11 0.03 0.01
C 2.238495 2.870216 -0.312807 0.05 -0.04 -0.05
N 2.196219 1.391038 0.005838 0.03 -0.10 0.01
C 2.806923 1.178109 1.387071 0.02 0.00 -0.07
C 1.865054 0.495300 2.381996 -0.07 0.00 0.00
N 0.417865 0.833264 2.096157 -0.03 -0.02 0.01
C 2.932064 0.665074 -1.097277 -0.01 0.09 0.10
C 2.132845 0.710403 -2.391925 -0.07 -0.04 -0.07
N 0.648790 0.464601 -2.137929 0.01 0.00 0.02
H -0.950400 3.139905 0.467875 0.02 0.03 0.01
H -0.375084 3.143284 -1.036275 0.00 0.07 0.02
H 1.035711 4.617675 0.082472 0.01 0.00 -0.01
H 1.145919 3.520969 1.449102 0.01 0.01 0.00
H 2.153644 2.997325 -1.391215 0.01 0.01 0.02
H 3.206482 3.277640 -0.018132 0.00 0.00 0.01
H 3.720504 0.591120 1.285815 0.01 0.01 0.01
H 3.111001 2.151493 1.767618 -0.02 0.00 0.01
H 1.944445 -0.587816 2.354268 0.00 -0.07 -0.05
H 2.117177 0.798978 3.398578 0.01 0.00 0.00
H -0.174016 0.217252 2.658669 0.02 0.00 0.00
H 0.207199 1.766970 2.453858 0.01 -0.01 0.05
H 3.916186 1.115736 -1.249203 -0.01 0.04 -0.01
H 3.105060 -0.358383 -0.776951 0.09 0.06 -0.06
H 2.220937 1.665589 -2.903456 0.03 0.00 0.01
H 2.513232 -0.041284 -3.082772 -0.02 0.00 -0.01
H 0.106041 1.067057 -2.760061 0.03 -0.03 -0.05
H 0.409816 -0.476291 -2.457158 0.02 0.00 0.00
C -5.255715 0.267262 0.064158 0.08 -0.13 -0.02
N -4.274347 -0.846398 0.093624 -0.24 0.02 0.06
C -4.598958 -2.171516 0.302720 0.00 0.15 -0.06
C -3.456986 -2.880422 0.267850 0.07 0.06 0.04
N -2.412385 -1.973590 0.031198 0.15 -0.16 0.03
C -2.959687 -0.736064 -0.057791 -0.05 0.07 0.03
S -2.215752 0.803067 -0.293361 0.15 -0.06 -0.03
C -1.056007 -2.376556 -0.109599 -0.09 0.15 -0.02
C -0.819030 -3.713103 -0.389291 0.00 -0.08 -0.03
C 0.468410 -4.217251 -0.393557 0.01 -0.05 -0.01
C 1.523685 -3.355662 -0.112706 -0.01 0.00 -0.01
C 1.227263 -2.034026 0.079982 -0.13 -0.06 0.01
N -0.032556 -1.496689 0.063312 0.23 -0.06 0.03
H -6.246749 -0.163832 0.167721 -0.01 0.00 0.00
H -5.185325 0.783664 -0.890404 -0.01 0.01 0.00
H -5.064369 0.941568 0.895817 0.00 0.01 0.00
H -5.613767 -2.499478 0.465009 -0.01 0.02 0.00
H -3.315757 -3.932570 0.433981 0.06 0.00 0.01
H -1.639674 -4.375394 -0.618062 -0.02 0.01 0.01
H 0.640295 -5.265733 -0.608636 0.01 0.00 0.00
H 2.549039 -3.698833 -0.068064 0.00 -0.01 0.00
H 2.029313 -1.337635 0.263260 -0.04 -0.01 0.10

=====

Entry 2:
24
Properties=species:S:1:pos:R:3:forces:R:3 method="wB97M-V/def2-TZVPD" gap_ev="7.74 / 2.04" max_force_ev_per_a=2.21 e_tot_ev=-9893.807 total_charge=+2 multiplicity=2 e_above_lowest_kcal_mol=69.6 homo_ev="-15.27 / -15.27"
C 1.150001 2.363871 0.690637 -0.19 -1.04 -1.07
N 2.346475 2.988533 0.217036 -0.84 1.93 0.68
C 0.175399 2.083240 -0.467809 -0.68 0.02 -0.22
N -1.091310 1.433880 0.040499 0.26 -0.02 0.60
H 0.673198 3.025453 1.434124 0.35 0.15 0.22
H 1.417627 1.424530 1.184259 0.15 0.06 0.38
H 2.266243 3.652735 -0.566973 0.27 -0.57 -0.41
H 3.016643 3.366475 0.902035 0.32 -0.74 0.05
H 0.568586 1.444585 -1.253123 0.29 -0.16 0.11
H -0.174636 2.999661 -0.937810 0.18 0.21 -0.03
H -1.808228 1.353131 -0.690516 0.06 0.20 -0.04
H -0.965519 0.474981 0.403663 0.24 -0.07 -0.13
H -1.464245 1.999864 0.812550 -0.38 -0.17 -0.18
C 0.898677 -2.972400 -0.716875 0.14 0.27 -0.30
C -0.346596 -2.211036 -0.270970 0.91 0.01 -0.24
C -2.411385 -2.687903 0.671758 -0.11 -0.12 -0.19
N -1.193020 -2.993056 0.598209 -0.13 0.39 0.21
H 1.458888 -2.351552 -1.421183 -0.01 -0.04 -0.08
H 1.578081 -3.204737 0.095683 -0.15 -0.13 0.26
H 0.635707 -3.890274 -1.233993 -0.09 -0.09 0.03
H -0.822610 -1.823256 -1.186119 -0.47 -0.03 0.18
H 0.043483 -1.342697 0.305810 -0.19 0.00 0.12
H -2.879564 -1.911813 0.044132 0.06 0.04 0.00
H -3.071895 -3.222216 1.344976 0.02 -0.10 0.03

=====

Entry 3:
15
Properties=species:S:1:pos:R:3:forces:R:3 method="wB97M-V/def2-TZVPD" gap_ev="2.18 / 6.19" max_force_ev_per_a=1.32 e_tot_ev=-15594.280 total_charge=-2 multiplicity=2 e_above_lowest_kcal_mol=13.4 homo_ev="4.22 / 0.15"
C 0.817708 2.921521 1.046474 -0.12 -0.16 0.31
S 1.709792 1.465022 1.698071 0.19 0.07 0.17
H 1.209716 3.227349 0.079409 0.00 0.08 -0.22
H 0.888503 3.774335 1.724128 0.12 0.15 0.07
H -0.248553 2.711411 0.943543 -0.05 -0.09 -0.19
C -1.694474 -1.497403 -0.499517 0.38 -0.23 0.14
N -0.341239 -1.674018 0.043740 -0.69 0.00 0.06
C 0.767093 -1.360539 -0.816961 0.97 -0.83 -0.32
H -2.168190 -2.468790 -0.714571 -0.10 0.10 -0.08
H -1.700246 -0.905518 -1.418067 0.02 0.03 -0.20
H -2.335688 -0.934186 0.182716 -0.14 -0.09 0.16
H -0.250862 -1.227636 0.941843 0.12 0.26 -0.14
H 1.502317 -2.185054 -0.840396 0.06 -0.20 0.32
H 0.487940 -1.352519 -1.874559 -0.35 0.62 0.16
H 1.356183 -0.493975 -0.495851 -0.41 0.29 -0.25

=====

Entry 4:
15
Properties=species:S:1:pos:R:3:forces:R:3 method="wB97M-V/def2-TZVPD" gap_ev=9.11 smiles="C=CN=C.O.O" max_force_ev_per_a=7.10 e_tot_ev=-8838.539 total_charge=0 e_above_lowest_kcal_mol=101.8 homo_ev=-8.95
C -1.394221 0.645916 1.614451 -0.67 -2.60 -4.96
C -1.517162 0.723587 0.183203 0.76 -4.40 5.52
C -1.440757 -1.705748 2.070634 -0.09 2.38 0.98
N -1.757756 -0.465800 2.428076 1.32 -3.51 -1.00
H -0.736604 1.289947 2.106258 -0.19 1.91 1.15
H -1.448526 -0.133075 -0.508880 -1.25 0.19 0.74
H -1.498108 1.615841 -0.229655 0.73 4.26 -1.92
H -1.549406 -2.626121 2.754898 -0.39 1.82 -0.99
H -0.919248 -1.877706 1.105073 -0.21 0.00 0.55
H 0.831646 1.792369 0.750150 0.51 2.89 0.85
H 2.188821 2.328686 0.889579 -0.55 1.13 0.39
O 1.282129 2.697905 1.037840 0.02 -4.06 -1.31
H 3.135256 -0.998538 -5.610205 0.02 1.49 -0.39
H 3.146487 -2.369954 -6.323470 -0.04 0.94 1.64
O 3.126224 -1.915828 -5.430340 0.01 -2.42 -1.25

=====

Entry 5:
90
Properties=species:S:1:pos:R:3:forces:R:3 method="wB97M-V/def2-TZVPD" gap_ev="5.91 / 3.98" max_force_ev_per_a=4.13 e_tot_ev=-137239.993 total_charge=+4 multiplicity=6 homo_ev="-17.64 / -18.94"
N -5.021567 2.738981 -3.651978 2.21 -1.61 3.10
C -5.118863 3.201472 -2.404645 -1.15 1.20 0.15
C -4.287306 2.753912 -1.363777 0.49 -0.67 -1.09
C -3.274116 1.795954 -1.660613 -0.10 0.26 -0.29
C -3.303855 1.220802 -2.946466 -0.70 0.89 -0.26
C -4.154838 1.767050 -3.918141 -0.10 -0.70 -1.72
C -2.047539 1.701595 -0.840675 0.08 0.81 -0.37
Ir -0.410849 0.208355 -0.163615 -0.42 -1.46 1.68
P 3.663417 -0.604179 0.036210 -1.54 1.90 -0.53
C -0.809176 1.441511 -1.615322 -0.56 2.19 -1.70
C 0.226663 2.497929 -1.639646 -0.28 -0.54 0.26
C 1.413729 2.255174 -2.354561 1.70 0.87 -0.68
C 2.450081 3.193131 -2.338822 -0.44 -1.83 -0.11
C 2.338545 4.243462 -1.420935 1.24 1.76 -0.24
C 1.108775 4.610484 -0.869773 -1.54 -0.58 0.82
C 0.054276 3.702254 -0.941757 0.87 1.30 0.19
Br 3.838236 5.251334 -0.952965 -0.80 -0.49 -0.42
H -2.065546 2.506688 -0.066445 0.27 -0.90 -0.79
H -0.906004 0.918602 -2.568293 0.02 0.35 0.05
H -4.373002 3.194298 -0.372837 -0.20 0.06 -0.31
H -2.570716 0.484327 -3.280648 -0.58 0.21 0.00
H -5.868135 3.977078 -2.218676 0.11 -0.20 0.00
H -4.083921 1.405365 -4.950373 -0.12 0.17 0.25
H 1.563280 1.295578 -2.861651 -0.36 0.64 -0.17
H -0.876096 3.936969 -0.433651 0.23 0.06 -0.31
H 3.389014 3.070164 -2.879256 -0.28 -0.18 0.07
H 1.008044 5.549056 -0.332001 0.03 -0.15 0.00
P -0.877391 -1.961288 -0.447014 -0.47 -1.56 -0.91
C 3.917323 1.208818 0.117855 0.84 -0.17 0.76
C 5.338125 1.616328 -0.288642 0.17 0.19 -0.11
H 3.741144 1.466640 1.174910 0.03 0.12 -0.34
H 3.149384 1.680426 -0.521942 0.17 -0.45 0.35
H 5.455501 2.704350 -0.202925 0.06 -0.32 0.04
H 6.064299 1.131280 0.378241 -0.09 0.27 -0.28
H 5.569993 1.339928 -1.327177 -0.04 0.05 0.30
C 3.116713 -0.868063 -1.666553 0.20 -0.97 -0.06
C 4.257400 -1.364697 -2.547635 0.27 -0.15 -0.38
H 2.675130 0.075744 -2.023143 0.30 -0.33 0.33
H 2.330271 -1.630334 -1.627048 0.39 0.19 0.04
H 3.889991 -1.525530 -3.562008 0.13 -0.01 0.03
H 5.089378 -0.658775 -2.592246 -0.08 -0.05 -0.04
H 4.648564 -2.316073 -2.171195 -0.07 0.15 -0.14
C 2.333513 -0.962319 1.215664 0.05 -0.36 0.00
C 2.909138 -1.918765 2.272291 0.08 -0.15 0.52
H 1.484828 -1.414854 0.663007 0.62 0.19 0.18
H 1.989616 -0.004094 1.645060 0.22 -0.40 -0.15
H 2.165442 -2.643022 2.624010 0.19 0.21 -0.05
H 3.764251 -2.470633 1.857665 -0.25 -0.08 0.29
H 3.261622 -1.345483 3.139208 0.00 -0.27 -0.21
C -0.247149 -3.231812 0.768990 0.62 0.16 0.36
C -1.247123 -4.275984 1.284543 -0.07 -0.07 0.02
H 0.176614 -2.692670 1.635383 -0.29 -0.14 -0.34
H 0.606139 -3.748916 0.288116 -0.35 0.32 0.08
H -2.167388 -3.802560 1.641959 0.18 -0.19 0.09
H -1.511133 -5.014736 0.521009 0.03 0.16 0.09
H -0.794234 -4.824392 2.125941 -0.13 0.24 -0.31
C -0.010513 -2.339566 -2.049698 0.34 0.17 0.14
C -0.841262 -2.427656 -3.322496 0.06 0.14 -0.39
H 0.589230 -3.248680 -1.903028 -0.12 0.15 -0.07
H 0.691040 -1.498466 -2.180703 -0.33 -0.41 0.00
H -1.427486 -3.345763 -3.404101 0.05 0.14 0.08
H -1.518112 -1.561986 -3.417814 0.16 -0.29 -0.06
H -0.144944 -2.412135 -4.176770 -0.37 -0.01 0.23
C -2.639251 -2.367505 -0.768901 0.18 -0.11 0.14
C -3.681720 -1.292426 -0.508045 -0.64 0.49 0.32
H -2.856751 -3.249312 -0.162563 0.07 0.07 -0.22
H -2.674577 -2.681353 -1.813074 -0.01 -0.08 0.18
H -4.138970 -0.950398 -1.449326 0.09 -0.14 0.41
H -4.482164 -1.694848 0.130770 0.16 0.17 -0.33
H -3.277014 -0.406719 0.008075 -0.16 -0.41 -0.21
C -2.880213 0.914225 2.467364 -0.39 0.02 -0.66
P -1.186692 0.611065 1.861695 -0.83 -0.33 3.06
C -0.399807 2.245225 2.101476 0.15 -0.02 -0.10
C -0.626689 -0.531373 3.188125 -0.05 0.05 0.04
C -1.381332 -1.667858 3.571097 0.34 0.22 -0.06
C -0.935541 -2.471170 4.628460 -0.09 0.13 -0.08
C 0.219470 -2.115506 5.343709 -0.15 0.16 -0.15
C 0.935010 -0.971102 4.984120 0.30 0.01 0.34
C 0.519667 -0.194717 3.909333 0.09 -0.06 -0.14
H -3.392994 1.639502 1.832979 -0.05 -0.06 -0.01
H -2.841247 1.322421 3.483534 0.28 -0.13 -0.13
H -3.474035 -0.002204 2.492449 0.09 0.09 -0.04
H -0.153064 2.423336 3.150911 -0.05 -0.01 -0.09
H 0.511029 2.303540 1.493027 0.05 0.12 0.23
H -1.081111 3.034240 1.761695 0.08 -0.21 0.17
H -2.321906 -1.901665 3.063929 0.33 -0.04 0.16
H -1.505967 -3.363756 4.922304 0.24 0.52 -0.14
H 0.537020 -2.703428 6.206599 -0.10 0.11 -0.31
H 1.820732 -0.659619 5.558560 -0.51 -0.25 -0.26
H 1.077634 0.699771 3.631283 0.00 -0.21 0.24

=====

Entry 6:
71
Properties=species:S:1:pos:R:3:forces:R:3 method="wB97M-V/def2-TZVPD" gap_ev="7.00 / 7.24" max_force_ev_per_a=0.53 e_tot_ev=-170086.395 total_charge=-1 multiplicity=4 e_above_lowest_kcal_mol=12.3 homo_ev="-4.54 / -4.77"
Co -0.287658 -0.310762 0.184029 0.04 -0.07 0.42
N 2.214868 -0.992449 3.861799 -0.12 0.06 -0.05
C 1.566765 -0.494810 2.755533 0.49 -0.18 0.09
S -0.128523 -0.375220 2.792688 -0.07 0.11 -0.19
N 2.410677 -0.143163 1.789532 -0.43 0.12 -0.09
N 1.763979 0.297458 0.687457 0.10 -0.16 0.11
C 2.449627 0.885882 -0.224025 -0.17 0.15 -0.32
C 3.912219 1.139445 -0.133895 -0.06 -0.15 0.07
C 4.406429 2.431130 -0.010423 0.04 0.05 0.00
C 5.773967 2.657776 0.071762 -0.02 -0.03 0.00
C 6.655980 1.589056 0.029135 0.02 -0.01 0.00
C 6.166584 0.294093 -0.088137 0.01 0.00 0.00
C 4.802486 0.069324 -0.164031 -0.01 0.06 0.01
C 1.684912 1.334760 -1.413999 0.20 -0.07 0.34
C 2.294057 2.014901 -2.462226 -0.14 0.01 -0.08
C 1.507818 2.464860 -3.511017 0.05 -0.01 0.03
C 0.148298 2.220980 -3.487394 -0.04 -0.06 0.03
C -0.373644 1.502676 -2.422293 0.12 -0.01 -0.03
N 0.368244 1.066563 -1.410512 0.12 -0.08 0.05
H 1.652894 -1.552791 4.478765 0.00 0.01 -0.02
H 3.156724 -1.304137 3.684344 0.01 -0.01 0.03
H 3.714384 3.263409 0.026706 -0.02 0.02 0.00
H 6.147551 3.668474 0.172005 0.01 0.02 0.01
H 7.722688 1.761972 0.093832 0.02 0.01 0.00
H 6.849699 -0.545044 -0.112150 0.02 -0.01 0.00
H 4.410849 -0.936836 -0.228050 -0.01 -0.03 -0.01
H 3.361090 2.178871 -2.453981 0.01 0.00 0.02
H 1.962876 2.990637 -4.340873 -0.01 0.01 -0.02
H -0.504277 2.520627 -4.293514 -0.02 0.02 -0.02
H -1.413740 1.222079 -2.406734 -0.05 0.06 -0.03
Br -2.792866 -1.641981 0.902872 0.12 -0.12 0.02
C -1.896138 -3.329348 0.883605 -0.02 0.10 -0.02
C -2.654316 -4.387493 1.288388 0.05 -0.09 0.00
C -2.100675 -5.684326 1.276714 -0.05 0.05 0.02
C -0.823215 -5.860917 0.842713 0.02 0.04 -0.02
C -0.035082 -4.762835 0.414727 0.13 -0.16 -0.02
C 1.281590 -4.991777 -0.055787 -0.07 0.04 0.02
C 2.040034 -3.941430 -0.473891 -0.07 -0.02 0.03
C 1.523419 -2.630328 -0.406877 0.12 0.14 -0.05
C 0.264051 -2.312832 0.047527 -0.12 0.06 -0.12
C -0.542809 -3.433829 0.441221 -0.18 0.18 0.05
H -3.676090 -4.232060 1.604103 -0.01 0.01 0.01
H -2.699627 -6.525720 1.601269 -0.01 -0.01 0.00
H -0.384079 -6.851237 0.810024 0.01 -0.02 0.00
H 1.654798 -6.008413 -0.083890 0.02 -0.04 0.00
H 3.041350 -4.109282 -0.853410 0.04 0.01 -0.01
H 2.178275 -1.829704 -0.739961 0.00 -0.01 -0.02
O -1.565507 1.501582 0.666195 0.12 0.14 -0.17
C -2.391577 2.203484 0.111589 -0.08 -0.32 -0.09
C -3.526066 1.645794 -0.700933 0.03 0.12 -0.02
C -4.647891 1.409019 0.338608 0.01 -0.03 0.00
C -4.945127 2.549119 1.331396 -0.06 0.03 -0.03
C -3.847306 2.829737 2.375982 -0.02 0.02 0.09
C -2.714918 3.742360 1.872602 0.03 0.09 -0.01
N -2.504020 3.545784 0.429322 -0.02 -0.01 0.00
H -3.243728 0.713983 -1.191817 -0.03 0.01 0.02
H -3.853672 2.366193 -1.455895 0.00 -0.01 -0.01
H -4.379561 0.530490 0.927128 -0.01 -0.03 0.00
H -5.560380 1.151152 -0.201392 -0.01 0.03 -0.01
H -5.853932 2.265178 1.866727 0.01 -0.01 0.01
H -5.203565 3.470383 0.793352 0.00 0.00 0.00
H -3.422466 1.877745 2.703156 0.01 -0.02 -0.02
H -4.295511 3.285884 3.261931 0.00 0.00 0.00
H -1.784071 3.535883 2.397095 -0.02 -0.01 0.00
H -2.957556 4.796493 2.017513 -0.02 -0.03 0.01
H -3.254098 3.972186 -0.096430 0.03 -0.01 0.00
F -1.748780 -0.922926 -1.894793 -0.02 -0.02 0.30
B -1.761493 -1.183771 -3.298918 0.05 0.18 -0.17
F -2.507939 -0.129987 -3.888485 -0.12 0.07 -0.08
F -2.356451 -2.403935 -3.549830 -0.11 -0.17 -0.02
F -0.450852 -1.138052 -3.777754 0.11 -0.01 -0.03